A structure of composition C10H18Cl2FeN2O2P in a non-equilibrium geometry, computed with ωB97M-V/def2-TZVPD.

Structure (XYZ):
```
36
C10H18Cl2FeN2O2P, DFT ωB97M-V/def2-TZVPD
C -0.071 -3.812 -4.128
C -0.026 -3.038 -2.848
H -1.123 -4.003 -4.347
H 0.450 -4.771 -4.025
H 0.372 -3.243 -4.954
O -0.958 -2.696 -2.144
Cl 1.634 -2.553 -2.363
Fe 0.121 0.106 0.147
P -0.060 2.259 -1.136
C -1.411 3.477 -1.187
C 1.400 3.312 -0.967
H 0.766 0.854 -2.898
H 0.045 2.352 -3.572
H -0.994 1.024 -2.970
C -0.057 1.570 -2.807
H 2.298 2.688 -0.972
H 1.476 4.061 -1.771
H -1.275 4.226 -1.987
H -1.481 4.017 -0.232
H 1.364 3.839 -0.006
H -2.377 2.982 -1.349
C -1.443 1.259 0.763
O -2.350 1.558 1.439
Cl 2.155 0.026 -0.558
C 0.274 -1.036 5.397
N 0.146 -1.151 3.936
C 0.024 -2.347 3.239
C -0.030 -2.041 1.917
N 0.026 -0.648 1.801
C 0.127 -0.139 3.060
H -0.608 -1.461 5.898
H 1.162 -1.583 5.752
H 0.369 0.026 5.658
H -0.025 -3.308 3.755
H -0.112 -2.702 1.070
H 0.193 0.894 3.389
```

## Properties
- Energy above the lowest of the compared OMol25 structures with the same formula, charge and spin: 13.79 kJ/mol
- Multiplicity: 6
- ⟨S²⟩: 8.77
- Charge: +2

=====

A structure of composition C10H18Cl2N2O2PPd in a non-equilibrium geometry, computed with ωB97M-V/def2-TZVPD.

Structure (XYZ):
```
36
C10H18Cl2N2O2PPd, DFT ωB97M-V/def2-TZVPD
C -2.673 1.579 2.654
C -1.701 1.806 1.544
H -2.877 2.497 3.207
H -2.254 0.803 3.312
H -3.600 1.152 2.243
O -1.333 2.879 1.130
Cl -2.009 -1.978 2.003
Pd -1.005 -0.051 1.074
P -2.096 0.264 -1.078
C -1.317 1.615 -2.034
C -2.437 -0.943 -2.441
H -4.266 0.150 -0.051
H -4.347 0.758 -1.740
H -3.832 1.863 -0.413
C -3.809 0.830 -0.784
H -2.732 -1.899 -1.993
H -3.235 -0.574 -3.100
H -1.942 1.840 -2.909
H -0.327 1.275 -2.366
H -1.508 -1.084 -3.008
H -1.210 2.511 -1.407
C 0.446 1.136 0.305
O 1.337 1.825 0.063
Cl -0.188 -1.731 -0.759
C 2.556 -1.084 0.298
C 2.054 -0.859 1.651
N 0.885 -0.432 2.141
C 0.994 -0.295 3.501
C 2.273 -0.644 3.856
N 2.913 -0.992 2.687
H 2.869 -0.150 -0.173
H 3.412 -1.761 0.351
H 1.751 -1.543 -0.309
H 0.179 0.067 4.116
H 2.734 -0.669 4.826
H 3.886 -1.270 2.587
```

## Properties
- E: -55515.2493 eV
- Multiplicity: 5
- ⟨S²⟩: 6.06
- Charge: +3